CHF2IO | ωB97M-V/def2-TZVPD

XYZ file:
```
6
Properties=species:S:1:pos:R:3:lowdin_charge:R:1
O -0.873 0.799 1.112 0.15
C -0.244 -0.156 1.244 -0.28
F -0.308 -0.935 2.444 -0.04
H 0.653 -0.570 0.683 0.16
F 1.116 -0.090 -2.304 -0.79
I -0.344 0.952 -3.178 0.80
```

Kohn-Sham gap: 8.6 eV
relative energy (zero: lowest compared OMol25 entry of this formula, charge and spin): 32.8 kcal per mole
structure (SMILES): O=CF.FI

=====

C45H45BInN2O7S | ωB97M-V/def2-TZVPD

XYZ file:
```
102
Properties=species:S:1:pos:R:3:lowdin_charge:R:1
In -0.036 0.078 -0.519 1.06
O -0.444 -1.491 -1.777 -0.27
C 0.120 -1.918 -2.958 -0.47
C 0.618 -0.676 -3.779 -0.03
C 1.829 0.024 -3.223 -0.23
C 3.005 0.097 -3.958 -0.03
C 4.145 0.625 -3.383 -0.03
C 4.090 1.074 -2.077 -0.01
C 2.876 1.047 -1.409 -0.25
C 2.773 1.515 0.008 -0.06
C 2.639 0.322 1.015 -0.46
O 1.531 -0.464 0.685 -0.23
C 3.910 -0.544 0.915 -0.13
C 3.953 -1.584 -0.012 -0.01
C 5.092 -2.367 -0.145 -0.07
C 6.205 -2.128 0.652 -0.10
C 6.169 -1.097 1.581 -0.09
C 5.030 -0.312 1.712 -0.02
C 2.492 0.876 2.438 -0.20
C 2.650 2.210 2.787 -0.06
C 2.394 2.641 4.088 -0.07
C 1.985 1.741 5.057 -0.07
C 1.851 0.397 4.722 -0.06
C 2.105 -0.028 3.429 -0.04
N 1.766 0.565 -1.992 0.13
C -0.982 -2.569 -3.826 -0.13
C -2.314 -2.442 -3.452 -0.01
C -3.323 -2.996 -4.234 -0.08
C -3.010 -3.680 -5.400 -0.10
C -1.679 -3.812 -5.779 -0.09
C -0.675 -3.262 -4.996 -0.03
C 1.190 -2.991 -2.685 -0.14
C 2.372 -3.141 -3.399 -0.04
C 3.279 -4.151 -3.082 -0.09
C 3.007 -5.032 -2.050 -0.11
C 1.815 -4.905 -1.342 -0.07
C 0.921 -3.897 -1.658 -0.01
H -0.243 -0.002 -3.753 0.14
H 0.803 -0.952 -4.816 0.12
H 3.017 -0.271 -4.976 0.11
H 5.073 0.665 -3.939 0.11
H 4.969 1.447 -1.569 0.12
H 1.879 2.137 0.132 0.12
H 3.653 2.104 0.253 0.12
H 3.076 -1.800 -0.612 0.11
H 5.101 -3.175 -0.866 0.09
H 7.089 -2.746 0.558 0.10
H 7.026 -0.910 2.218 0.10
H 5.013 0.485 2.446 0.12
H 2.951 2.948 2.053 0.10
H 2.494 3.691 4.335 0.10
H 1.750 2.084 6.057 0.11
H 1.520 -0.316 5.469 0.11
H 1.974 -1.070 3.155 0.13
H -2.538 -1.901 -2.542 0.10
H -4.358 -2.894 -3.929 0.10
H -3.796 -4.111 -6.010 0.09
H -1.424 -4.349 -6.685 0.10
H 0.363 -3.391 -5.291 0.11
H 2.599 -2.486 -4.229 0.09
H 4.203 -4.237 -3.644 0.10
H 3.716 -5.811 -1.794 0.10
H 1.587 -5.597 -0.541 0.10
H 0.002 -3.782 -1.097 0.12
C -4.895 0.032 -1.582 -0.01
C -4.126 1.344 -1.494 -0.46
C -4.609 2.311 -2.557 -0.01
O -2.731 1.018 -1.765 0.06
B -2.081 0.961 -0.553 -0.61
O -2.846 1.378 0.489 0.07
C -4.073 1.938 -0.047 -0.46
C -3.894 3.450 -0.024 0.00
C -5.214 1.533 0.862 0.00
H -4.729 -0.403 -2.570 0.08
H -5.966 0.195 -1.441 0.09
H -4.541 -0.678 -0.832 0.10
H -4.654 1.793 -3.517 0.09
H -3.930 3.157 -2.656 0.09
H -5.608 2.681 -2.314 0.10
H -3.048 3.751 -0.647 0.10
H -3.689 3.754 1.003 0.10
H -4.794 3.963 -0.372 0.09
H -5.262 0.452 0.990 0.09
H -6.167 1.891 0.461 0.10
H -5.059 1.981 1.845 0.10
N -0.548 1.672 2.360 0.10
C -1.269 1.979 3.534 -0.33
C -1.550 3.304 3.864 -0.05
C -2.256 3.605 5.020 -0.07
C -2.700 2.586 5.856 -0.28
C -2.450 1.265 5.514 -0.06
C -1.743 0.961 4.356 -0.04
S -3.500 3.002 7.407 0.39
O -4.055 1.741 7.876 -0.38
O -2.408 3.518 8.222 -0.38
O -4.492 4.004 7.043 -0.38
H -0.023 0.816 2.467 0.05
H 0.093 2.410 2.109 0.07
H -1.198 4.098 3.209 0.10
H -2.471 4.631 5.294 0.11
H -2.816 0.488 6.174 0.10
H -1.543 -0.073 4.083 0.11
```

Kohn-Sham gap: 6.5 eV
relative energy (zero: lowest compared OMol25 entry of this formula, charge and spin): 0.0 kcal per mole
charge: -1

=====

C4H5NO | ωB97M-V/def2-TZVPD

XYZ file:
```
11
Properties=species:S:1:pos:R:3:lowdin_charge:R:1
C -0.047 -0.078 -1.858 0.01
C 0.735 -0.636 -0.932 -0.18
C 0.679 -0.390 0.514 -0.06
C -0.205 0.409 1.094 -0.40
N -0.688 1.012 2.248 0.16
O -1.239 1.209 0.847 0.05
H 0.073 -0.326 -2.908 0.05
H -0.824 0.641 -1.608 0.06
H 1.498 -1.345 -1.244 0.09
H 1.392 -0.879 1.168 0.11
H -1.373 0.383 2.681 0.11
```

Kohn-Sham gap: 9.6 eV
relative energy (zero: lowest compared OMol25 entry of this formula, charge and spin): 92.2 kcal per mole
structure (SMILES): C=C/C=C1/NO1

=====

C4H7NO3 | ωB97M-V/def2-TZVPD

XYZ file:
```
15
Properties=species:S:1:pos:R:3:lowdin_charge:R:1
C 0.982 -1.949 0.477 -0.08
O 1.262 -0.657 -0.013 -0.09
C 0.175 0.205 0.025 -0.24
C 0.342 1.447 0.451 -0.12
N 1.497 1.871 1.053 0.10
C -1.096 -0.193 -0.640 -0.45
O -1.096 -1.053 -1.482 0.12
O -2.290 0.374 -0.250 0.11
H 0.160 -2.452 -0.074 0.10
H 1.897 -2.522 0.371 0.09
H 0.757 -1.861 1.548 0.10
H -0.449 2.186 0.404 0.13
H 1.678 2.862 1.147 0.10
H 2.248 1.252 0.921 0.07
H -2.200 1.060 0.392 0.07
```

Kohn-Sham gap: 9.1 eV
relative energy (zero: lowest compared OMol25 entry of this formula, charge and spin): 45.5 kcal per mole
structure (SMILES): CO/C(=C\N)C(=O)O

=====

C18H17N5O2S | ωB97M-V/def2-TZVPD

XYZ file:
```
43
Properties=species:S:1:pos:R:3:lowdin_charge:R:1
O -1.718 -3.112 0.650 0.06
C -0.949 -2.562 1.409 -0.56
C -1.394 -2.056 2.777 -0.33
S -2.603 -0.713 2.495 0.98
C -1.885 0.087 1.124 -0.60
N -0.619 0.344 0.906 0.07
N -0.495 0.957 -0.270 0.09
C -1.699 1.094 -0.788 -0.26
C -2.141 1.672 -1.992 0.01
C -3.476 1.661 -2.262 -0.07
C -4.397 1.077 -1.355 -0.06
C -3.966 0.525 -0.194 -0.04
N -2.638 0.543 0.077 0.03
N 0.344 -2.269 1.148 0.13
C 0.935 -2.216 -0.116 -0.16
C 0.566 -3.065 -1.152 0.00
C 1.173 -2.946 -2.389 -0.07
C 2.147 -1.985 -2.604 -0.09
C 2.501 -1.123 -1.582 -0.03
C 1.900 -1.221 -0.334 -0.09
C 2.250 -0.283 0.773 -0.45
O 2.388 -0.655 1.933 0.04
N 2.426 0.992 0.378 0.11
C 2.628 2.049 1.313 -0.28
C 3.079 3.382 0.806 -0.10
C 1.680 3.212 1.325 -0.10
H -0.573 -1.672 3.379 0.08
H -1.953 -2.820 3.316 0.08
H -1.411 2.100 -2.658 0.11
H -3.850 2.095 -3.176 0.11
H -5.448 1.071 -1.592 0.11
H -4.604 0.060 0.541 0.12
H 0.880 -1.738 1.836 0.10
H -0.196 -3.807 -0.981 0.11
H 0.888 -3.615 -3.188 0.10
H 2.627 -1.904 -3.568 0.10
H 3.265 -0.376 -1.745 0.11
H 2.039 1.255 -0.516 0.13
H 3.011 1.670 2.251 0.15
H 3.785 3.944 1.397 0.10
H 3.213 3.499 -0.258 0.10
H 1.421 3.652 2.275 0.10
H 0.870 3.195 0.611 0.08
```

Kohn-Sham gap: 8.5 eV
relative energy (zero: lowest compared OMol25 entry of this formula, charge and spin): 38.8 kcal per mole
structure (SMILES): O=C(CSc1nnc2ccccn12)Nc1ccccc1C(=O)NC1CC1

=====

C4H3NO2 | ωB97M-V/def2-TZVPD

XYZ file:
```
10
Properties=species:S:1:pos:R:3:lowdin_charge:R:1
O 2.684 0.643 0.201 0.07
C 2.130 -0.094 -0.572 -0.27
C 1.061 -1.034 -0.163 0.07
N -0.101 -0.758 -0.359 0.06
C -1.291 -0.297 -0.244 -0.08
C -1.554 0.486 0.977 -0.26
O -0.765 0.571 1.892 0.05
H 2.350 -0.126 -1.656 0.12
H -1.998 -0.420 -1.056 0.11
H -2.517 1.030 0.980 0.12
```

Kohn-Sham gap (alpha / beta): 8.6 / 8.6 eV
relative energy (zero: lowest compared OMol25 entry of this formula, charge and spin): 77.8 kcal per mole